1.
Density functional theory data (wB97M-V/def2-TZVPD) for a 4-piece molecular cluster, C22H40NO8 overall at a distorted geometry.

The geometry in ORCA input format:
```
! RIJCOSX wB97M-V def2-TZVPD def2/J DEFGRID3
* xyz -1 1
N -5.5590 1.4151 3.6818
C -4.4109 0.7466 3.0306
C -4.1694 1.3027 1.6453
O -3.4665 0.3003 0.9246
C -3.4344 2.6526 1.5917
C -2.3208 2.7933 2.5748
C -2.4528 3.4382 3.7351
C -1.2853 3.5073 4.6541
O -1.0888 4.4633 5.3721
C -0.3813 2.3459 4.5914
C -0.2287 1.6826 3.4405
C 0.6476 0.4387 3.3088
O -0.0013 -0.6188 3.3387
O 1.8905 0.6397 3.2262
C -0.9986 2.1744 2.2648
O -0.5880 2.1259 1.1353
H -6.1768 0.7085 4.0548
H -5.2518 1.9507 4.4827
H -3.5250 0.8114 3.6570
H -4.6224 -0.3125 2.9096
H -5.1553 1.4697 1.2003
H -3.2415 0.6726 0.0652
H -3.0205 2.7380 0.5849
H -4.1384 3.4734 1.7002
H -3.3921 3.9034 3.9983
H 0.1427 2.0694 5.4937
C 2.3605 1.2179 -0.1068
C 3.4696 2.0291 -0.7439
O 3.8472 1.5945 -2.0498
C 2.8160 1.5919 -3.0128
C 2.1841 2.9531 -3.2560
H 2.6415 0.1653 -0.0466
H 2.1558 1.5706 0.9023
H 1.4298 1.2839 -0.6714
H 4.3777 1.9461 -0.1465
H 3.2036 3.0927 -0.7635
H 2.0453 0.8581 -2.7489
H 3.2848 1.2396 -3.9338
H 1.6898 3.3370 -2.3636
H 1.4350 2.8813 -4.0466
H 2.9426 3.6774 -3.5592
C -2.0274 -0.5149 -4.4031
C -1.2758 -0.4239 -3.0846
O -2.0821 -0.6340 -1.9435
C -2.7212 -1.8934 -1.8451
C -1.7621 -3.0709 -1.8148
H -2.8531 0.1981 -4.4218
H -1.3542 -0.2910 -5.2317
H -2.4409 -1.5103 -4.5717
H -0.8717 0.5816 -2.9650
H -0.4201 -1.1083 -3.0819
H -3.4585 -2.0119 -2.6493
H -3.2778 -1.8567 -0.9089
H -1.1834 -3.1569 -2.7360
H -2.3185 -3.9999 -1.6838
H -1.0606 -2.9651 -0.9868
C 2.2957 -2.9285 0.4935
C 2.7079 -4.2896 -0.0338
O 3.1140 -4.2897 -1.3960
C 4.2033 -3.4441 -1.7127
C 5.4837 -3.7693 -0.9617
H 1.4888 -2.5126 -0.1111
H 1.9493 -3.0024 1.5238
H 3.1208 -2.2160 0.4783
H 1.8599 -4.9742 0.0072
H 3.4926 -4.7238 0.5975
H 3.9312 -2.3932 -1.5652
H 4.3662 -3.5788 -2.7831
H 5.3716 -3.6341 0.1142
H 6.2876 -3.1126 -1.2963
H 5.7803 -4.8045 -1.1418
*
```

Summary:
**Electronic energy**: -1518.9396 Ha
**Orbital gap**: 0.2669 Eh
**LUMO level**: 2.19 eV
**HOMO level**: -5.07 eV

Atom-resolved charges from Mulliken, all expressed in e:
1. N -0.6597
2. C -0.6815
3. C 0.1517
4. O -0.4834
5. C -1.4788
6. C 0.4861
7. C -0.0188
8. C -0.2238
9. O -0.6314
10. C -0.3491
11. C 0.6151
12. C 0.0288
13. O -0.7246
14. O -0.7290
15. C 0.6073
16. O -0.5769
17. H 0.2379
18. H 0.2456
19. H 0.2464
20. H 0.5150
21. H 0.2950
22. H 0.1944
23. H 0.4181
24. H 0.5133
25. H 0.5268
26. H 0.4982
27. C 0.1368
28. C -0.7652
29. O -0.4476
30. C -0.0757
31. C -1.0852
32. H -0.2057
33. H 0.2076
34. H 0.1082
35. H 0.3489
36. H 0.3703
37. H 0.0562
38. H 0.4234
39. H 0.1861
40. H 0.4119
41. H 0.3310
42. C -1.2426
43. C -0.1071
44. O -0.3090
45. C -0.2138
46. C -1.1046
47. H 0.3045
48. H 0.4038
49. H 0.2998
50. H 0.2266
51. H 0.1985
52. H 0.3217
53. H 0.2832
54. H 0.2590
55. H 0.4413
56. H 0.2286
57. C -0.8413
58. C -0.5519
59. O -0.4433
60. C -0.0921
61. C -1.0887
62. H 0.2039
63. H 0.4455
64. H 0.2477
65. H 0.3603
66. H 0.3248
67. H 0.1191
68. H 0.3437
69. H 0.2734
70. H 0.3966
71. H 0.2883


2.
Density functional theory data (wB97M-V/def2-TZVPD) for a 17-piece molecular cluster, C33H56Cl32NO3 overall at a distorted geometry.

The geometry in ORCA input format:
```
! RIJCOSX wB97M-V def2-TZVPD def2/J DEFGRID3
* xyz 0 2
C -0.2170 2.4519 -3.7784
C -0.3345 2.3601 -2.2391
O -1.4638 1.5673 -1.8126
C -1.3408 0.2374 -2.0876
O -1.4192 -0.1932 -3.2142
C -1.1753 -0.8071 -1.0000
C -1.8017 -2.0943 -1.2450
C -1.6509 -3.1122 -0.3414
C -0.8956 -2.9192 0.8331
C -0.3431 -1.6995 1.0686
C -0.4707 -0.6416 0.1697
C 1.0046 1.9652 -1.5833
C 2.1718 2.9311 -1.9027
C 3.1914 2.7825 -0.7041
C 2.9685 2.5215 -3.1686
N 1.7968 4.3648 -1.9457
O 1.9317 4.9135 -3.0973
C 0.5166 4.6590 -1.2761
C 0.6203 4.6259 0.2702
C 0.1922 6.1465 -1.6008
C -0.6795 3.8310 -1.7818
H 0.2310 1.5372 -4.1723
H -1.2482 2.4997 -4.1455
H 0.2770 3.3697 -4.0944
H -2.3694 -2.2169 -2.1570
H -2.0920 -4.0675 -0.5559
H -0.7686 -3.7422 1.5230
H 0.2450 -1.5912 1.9974
H 0.0055 0.2916 0.4405
H 0.8465 1.9845 -0.5072
H 1.3089 0.9805 -1.9566
H 3.9693 2.0587 -0.9431
H 2.6967 2.5018 0.2299
H 3.6851 3.7413 -0.5150
H 3.7991 3.2137 -3.2928
H 2.3680 2.5756 -4.0735
H 3.3918 1.5367 -2.9643
H 1.5446 5.0924 0.6206
H -0.1910 5.2663 0.6277
H 0.4255 3.6412 0.6905
H -0.1268 6.2825 -2.6328
H 1.0777 6.7428 -1.3585
H -0.6093 6.5163 -0.9551
H -1.4842 3.7733 -1.0420
H -1.1046 4.3412 -2.6502
C 0.7263 -2.4886 -3.1847
Cl 1.2299 -3.9971 -2.4097
Cl 0.5611 -2.6732 -4.9364
H -0.2304 -2.1876 -2.7753
H 1.4721 -1.7275 -2.9833
C -4.8511 -4.7963 1.6923
Cl -5.0949 -5.4189 3.3323
Cl -3.2094 -4.1976 1.4255
H -5.0330 -5.6066 0.9982
H -5.5492 -3.9857 1.5182
C -5.5232 -0.2663 -1.0853
Cl -3.7598 -0.3776 -0.9480
Cl -6.0330 1.3473 -1.6174
H -5.8644 -0.9967 -1.8108
H -5.9645 -0.4712 -0.1166
C -8.3292 -2.9565 2.8311
Cl -7.2496 -2.1211 1.7026
Cl -9.8885 -3.3223 2.0888
H -7.8589 -3.8850 3.1365
H -8.4909 -2.3176 3.6914
C -2.9850 -8.5425 1.4939
Cl -3.3862 -7.4325 0.1743
Cl -2.5124 -7.6559 2.9477
H -3.8457 -9.1623 1.7165
H -2.1515 -9.1597 1.1793
C 7.0181 3.6843 -3.4730
Cl 6.2550 3.5895 -5.0667
Cl 6.2315 2.6081 -2.3061
H 8.0620 3.3837 -3.5571
H 6.9445 4.7041 -3.1107
C 1.0352 2.5878 3.4623
Cl 0.4081 1.5397 2.1797
Cl -0.2505 3.1227 4.5453
H 1.7722 2.0347 4.0337
H 1.4925 3.4604 3.0074
C 9.8492 1.5102 -1.4973
Cl 9.9661 2.6527 -2.8472
Cl 11.2080 1.6795 -0.3836
H 8.9277 1.7035 -0.9603
H 9.8458 0.5027 -1.8965
C -6.0149 2.1646 2.0129
Cl -4.7207 1.2406 2.7835
Cl -7.3670 2.4310 3.1221
H -5.6241 3.1255 1.6993
H -6.3728 1.6119 1.1528
C 4.9976 -3.2299 -1.4864
Cl 4.8337 -1.6937 -0.6225
Cl 6.2979 -3.1663 -2.6814
H 5.2189 -4.0121 -0.7698
H 4.0645 -3.4441 -1.9953
C 1.8160 -3.7067 4.6006
Cl 1.1520 -2.7495 3.2650
Cl 2.5028 -2.6804 5.8678
H 1.0204 -4.3059 5.0285
H 2.5995 -4.3479 4.2133
C -1.6954 -5.6729 -5.5103
Cl -0.9980 -7.2101 -6.0346
Cl -2.6737 -5.8740 -4.0482
H -0.8910 -4.9757 -5.3018
H -2.3251 -5.2855 -6.3029
C 0.1111 -0.6764 8.0711
Cl -0.3711 0.4859 6.8336
Cl 0.7785 0.1285 9.5001
H -0.7587 -1.2499 8.3703
H 0.8658 -1.3333 7.6573
C -6.1539 -5.2917 -3.0363
Cl -4.9864 -5.2669 -1.7082
Cl -7.6391 -4.4359 -2.6083
H -5.7063 -4.8109 -3.8987
H -6.3958 -6.3227 -3.2667
C 3.0081 1.6916 12.0382
Cl 2.7553 0.9669 13.6303
Cl 4.6747 2.2433 11.8325
H 2.7897 0.9502 11.2780
H 2.3434 2.5411 11.9317
C 3.1104 7.3190 -4.6469
Cl 2.4771 8.4185 -5.8821
Cl 3.8724 8.2068 -3.3187
H 2.2936 6.7297 -4.2480
H 3.8498 6.6703 -5.1023
*
```

Summary:
**Electronic energy**: -16297.4578 Ha
**Orbital gap (alpha / beta)**: 0.3216 / 0.3406 Eh
**LUMO level (alpha / beta)**: -0.02 / -0.08 eV
**HOMO level (alpha / beta)**: -8.77 / -9.35 eV

Results of the Mulliken charge analysis, in e, for atoms 1 through 99:
1. C -2.3328
2. C 2.6762
3. O -0.2068
4. C 0.0901
5. O -0.5482
6. C 0.2213
7. C 0.0820
8. C -1.7574
9. C -0.2784
10. C 0.1357
11. C 0.2038
12. C -0.9972
13. C 2.5065
14. C -1.4767
15. C -1.7684
16. N 0.7750
17. O -0.6389
18. C 2.1180
19. C -1.7693
20. C -1.8761
21. C -2.5576
22. H 0.2439
23. H 0.5695
24. H 0.5854
25. H 0.7198
26. H 1.0796
27. H 0.6641
28. H 0.3288
29. H -0.8277
30. H -1.4126
31. H 0.8960
32. H 0.2117
33. H 0.0888
34. H 0.3935
35. H 0.1652
36. H 0.2785
37. H 0.5294
38. H 0.3871
39. H 0.5407
40. H -0.0478
41. H 0.3944
42. H 0.4345
43. H 0.4288
44. H 0.4592
45. H 0.3630
46. C 1.3681
47. Cl -0.2169
48. Cl -0.2080
49. H -1.0268
50. H 0.0197
51. C 0.4626
52. Cl -0.2083
53. Cl -0.0847
54. H 0.0801
55. H -0.2927
56. C 0.1417
57. Cl 0.0667
58. Cl -0.1817
59. H 0.2800
60. H -0.2682
61. C -0.2787
62. Cl -0.0652
63. Cl -0.1598
64. H 0.1374
65. H 0.3185
66. C -0.4205
67. Cl -0.0289
68. Cl -0.1317
69. H 0.2826
70. H 0.3146
71. C 0.2041
72. Cl -0.1858
73. Cl -0.0962
74. H -0.1935
75. H 0.3113
76. C -0.3696
77. Cl -0.0080
78. Cl -0.1568
79. H 0.3884
80. H 0.2163
81. C -0.0891
82. Cl -0.2157
83. Cl -0.1558
84. H 0.1442
85. H 0.2913
86. C 0.0132
87. Cl -0.1073
88. Cl -0.1798
89. H 0.3046
90. H -0.0547
91. C 0.0952
92. Cl -0.1261
93. Cl -0.1677
94. H 0.3001
95. H -0.0916
96. C -0.4227
97. Cl -0.0451
98. Cl -0.1705
99. H 0.2611


3.
Density functional theory data (wB97M-V/def2-TZVPD) for C2H2N2O2 as an isolated structure at a distorted geometry.

The geometry in ORCA input format:
```
! RIJCOSX wB97M-V def2-TZVPD def2/J DEFGRID3
* xyz 0 1
C -0.5865 -0.0846 0.1016
C 1.3976 -0.4899 -0.0675
H -2.0929 0.8827 0.1331
H 2.1634 -1.1250 0.0647
N 0.0948 1.0508 0.0558
N 1.3179 0.8252 -0.0551
O -2.0397 -0.0866 -0.0904
O 0.1865 -1.0937 0.0396
*
```

Summary:
**Electronic energy**: -337.3252 Ha
**Orbital gap**: 0.3825 Eh
**LUMO level**: 0.64 eV
**HOMO level**: -9.77 eV
**ΔE to the lowest compared entry with this formula, charge and spin**: 260.5 kJ/mol

Atom-resolved charges from natural (NBO), all expressed in e:
1. C 0.6911
2. C 0.2289
3. H 0.5012
4. H 0.1871
5. N -0.3679
6. N -0.2210
7. O -0.6446
8. O -0.3747


4.
Density functional theory data (wB97M-V/def2-TZVPD) for one molecule with the formula C6H12O at a distorted geometry.

The geometry in ORCA input format:
```
! RIJCOSX wB97M-V def2-TZVPD def2/J DEFGRID3
* xyz 0 1
C 1.8321 -0.8208 -0.0048
C 1.0573 0.3355 0.4955
O 1.0861 0.6121 1.8081
C 0.2543 1.3126 -0.2453
C -1.2592 1.1181 0.0540
C -1.5601 -0.4001 0.0775
C -1.0114 -1.0561 -1.1334
H 2.2418 -0.6055 -0.9971
H 1.1712 -1.7039 -0.1566
H 2.6520 -1.0767 0.6863
H 1.6774 0.0148 2.2882
H 0.5377 2.3324 0.0633
H 0.4223 1.1439 -1.3142
H -1.5361 1.6015 0.9999
H -1.8187 1.5985 -0.7582
H -2.6520 -0.5170 0.1855
H -1.0954 -0.8099 0.9932
H -1.7147 -1.2347 -1.9414
H -0.2845 -1.8446 -1.1007
*
```

Summary:
**Electronic energy**: -310.8554 Ha
**Orbital gap (alpha / beta)**: 0.1992 / 0.1422 Eh
**LUMO level (alpha / beta)**: -0.16 / -1.01 eV
**HOMO level (alpha / beta)**: -5.58 / -4.88 eV
**ΔE to the lowest compared entry with this formula, charge and spin**: 535.3 kJ/mol

Atom-resolved charges from natural (NBO), all expressed in e:
1. C -0.7288
2. C 0.5666
3. O -0.6389
4. C -0.5277
5. C -0.3672
6. C -0.4633
7. C -0.6855
8. H 0.2574
9. H 0.2779
10. H 0.2116
11. H 0.4889
12. H 0.2375
13. H 0.2559
14. H 0.1964
15. H 0.2109
16. H 0.2071
17. H 0.1776
18. H 0.1757
19. H 0.1481